1.
ORCA calculation (ωB97M-V/def2-TZVPD) on a structure of composition C6H7IN3 at a distorted geometry.

The total charge is +1. The HOMO energy is -12.95 eV. The value obtained for the HOMO-LUMO gap is 7.590 eV. Its spin multiplicity is 1. The largest force on an atom is 5.0 eV/Å. As for the relative energy (zero: lowest compared OMol25 entry of this formula, charge and spin): 69.10 kcal/mol.

Each line ends with the Löwdin charge.
Atoms and positions in Å:
C1 -0.280972 -0.947302 -0.982717  -0.17
C2 1.385126 0.948952 -0.710637  -0.21
C3 -1.453626 -1.253503 0.978261  -0.10
C4 -0.557706 -0.019031 -1.903619  -0.05
C5 0.717495 0.929363 -2.001973  -0.60
C6 0.174743 0.633021 1.426410  -0.13
N1 -1.328574 -1.426159 -0.230649  0.10
N2 0.950622 0.848266 0.482791  0.13
N3 -0.581720 -0.395569 1.807788  0.13
I1 0.439595 3.123893 -2.372099  0.89
H1 0.741348 -1.053735 -0.664088  0.12
H2 2.444456 1.187985 -0.728062  0.15
H3 -2.333626 -1.670827 1.309375  0.12
H4 -1.565501 0.165856 -2.378071  0.14
H5 1.414743 0.592394 -2.802077  0.11
H6 0.150283 1.532140 2.183675  0.20
H7 -0.884171 -0.470948 2.784509  0.16

Atoms 1-2, force components in eV/Å:
C -1.44 0.84 -0.37
C 1.51 1.21 1.28

2.
ORCA calculation (ωB97M-V/def2-TZVPD) on a cluster of 5 separate species, C2H14O5 in total at a distorted geometry.

The HOMO energy is -10.16 eV. The value obtained for the HOMO-LUMO gap is 10.481 eV. The structure (SMILES) is CO.CO.O.O.O. Its spin multiplicity is 1. The largest force on an atom is 1.5 eV/Å. As for the relative energy (zero: lowest compared OMol25 entry of this formula, charge and spin): 31.86 kcal/mol.

Each line ends with the Löwdin charge.
Atoms and positions in Å:
C1 -8.552581 9.751623 4.217591  -0.12
O1 -8.440521 8.524880 5.010974  -0.14
H1 -8.419205 9.627775 3.142887  0.08
H2 -9.516668 10.231411 4.386252  0.07
H3 -7.816508 10.426215 4.654887  0.07
H4 -9.055042 7.877529 4.657553  0.07
C2 -7.243414 5.141959 5.170778  -0.17
O2 -8.545831 5.176556 5.693829  -0.12
H5 -6.527741 5.300438 5.977494  0.08
H6 -7.004106 4.199039 4.679121  0.08
H7 -7.119587 5.912880 4.410214  0.07
H8 -8.508629 5.222460 6.652011  0.08
O3 -5.027716 10.920327 3.544137  -0.03
H9 -4.919080 11.426634 2.739093  0.05
H10 -5.077570 11.578918 4.236958  0.06
O4 -3.950848 6.224909 5.477278  -0.07
H11 -4.735871 6.721898 5.247109  -0.03
H12 -3.437632 6.199338 4.669707  0.03
O5 -5.527308 8.574713 4.906659  -0.05
H13 -6.479190 8.548680 4.809328  -0.01
H14 -5.237307 9.216912 4.258804  -0.01

Atoms 1-2, force components in eV/Å:
C -0.28 -0.33 1.22
O 0.06 1.07 -1.00

3.
ORCA calculation (ωB97M-V/def2-TZVPD) on a structure of composition C2HClF2O2 at a distorted geometry.

As for the expectation value of S²: 2.011. The HOMO energy (spin up / spin down) is -8.26 / -11.83 eV. The value obtained for the HOMO-LUMO gap (spin up / spin down) is 9.052 / 9.309 eV. Its spin multiplicity is 3. The largest force on an atom is 5.0 eV/Å. As for the relative energy (zero: lowest compared OMol25 entry of this formula, charge and spin): 40.51 kcal/mol.

Each line ends with the Mulliken spin population.
Atoms and positions in Å:
C1 0.630451 -0.278842 0.153077  0.76
C2 -0.677248 0.595049 0.095301  -0.01
O1 0.208414 -1.796190 -0.845717  0.92
O2 0.654445 -1.592079 0.446833  0.19
F1 -0.642506 1.377253 -1.041876  0.01
F2 -0.833983 1.412448 1.176179  0.01
Cl1 2.099388 0.383927 -0.161907  0.11
H1 -1.438960 -0.101565 0.178110  0.02

Atoms 1-2, force components in eV/Å:
C -0.92 4.20 2.51
C 3.31 -0.23 0.11

4.
ORCA calculation (ωB97M-V/def2-TZVPD) on a structure of composition C6H6B2BeF14N3O4S2 at a distorted geometry.

The total charge is -1. The HOMO energy is -7.96 eV. The value obtained for the HOMO-LUMO gap is 8.399 eV. Its spin multiplicity is 1. The largest force on an atom is 5.6 eV/Å. As for the relative energy (zero: lowest compared OMol25 entry of this formula, charge and spin): 34.63 kcal/mol.

Each line ends with the Löwdin charge.
Atoms and positions in Å:
Be1 0.411445 0.026215 -0.416885  1.03
B1 0.443015 0.898125 -3.510915  -1.40
F1 0.962045 2.172835 -3.666125  0.13
F2 1.360535 -0.037685 -3.080905  0.13
F3 -0.500605 1.040895 -2.563835  0.17
F4 -0.106285 0.462825 -4.720705  0.11
B2 2.474075 2.031925 -0.673025  -1.38
F5 2.707185 0.725445 -0.309005  0.13
F6 2.891245 2.291745 -1.957095  0.16
F7 1.127625 2.299605 -0.500785  0.16
F8 3.206915 2.800625 0.242395  0.10
C1 -2.468825 -0.767985 3.095965  -0.49
F9 -3.580715 0.004015 3.078505  0.12
F10 -1.319885 -0.188745 3.595055  0.09
F11 -2.678895 -1.973805 3.682895  0.11
S1 -2.134405 -1.348065 1.144435  0.67
O1 -0.876405 -2.114195 1.111585  -0.36
O2 -3.295265 -2.060785 0.754875  -0.29
N1 -1.921705 0.152305 0.227875  -0.31
S2 -3.349065 0.422875 -0.326385  0.58
O3 -3.617375 -0.232605 -1.605385  -0.28
O4 -4.362305 0.401655 0.713705  -0.32
C2 -3.318185 2.367565 -0.702365  -0.56
F12 -4.501385 2.825025 -0.432725  0.16
F13 -2.373145 3.057015 -0.003185  0.10
F14 -2.965345 2.600455 -2.048995  0.07
C3 2.720855 1.087915 4.144485  -0.04
C4 1.913235 0.629245 3.020565  -0.21
N2 1.255425 0.373335 2.122365  0.20
H1 3.655305 0.528305 4.186055  0.09
H2 2.115075 0.952375 5.040465  0.08
H3 2.889275 2.162435 4.072705  0.09
C5 2.274515 -4.316695 -2.584325  -0.05
C6 2.000785 -3.170175 -1.649215  -0.19
N3 1.923815 -2.299785 -0.888475  0.16
H4 1.417365 -4.799505 -3.053675  0.08
H5 2.810495 -5.146755 -2.124085  0.08
H6 2.809575 -3.857985 -3.415825  0.08

Atoms 1-2, force components in eV/Å:
Be 0.16 1.71 -0.21
B 0.89 1.37 -2.69

Question: Among the records above, which one has the highest relative energy (zero: lowest compared OMol25 entry of this formula, charge and spin)?
Answer: C6H7IN3